1.
{"formula": "C13H11ClN2O3S", "method": "ωB97M-V/def2-TZVPD", "symbols": ["O", "C", "N", "H", "C", "C", "C", "C", "C", "S", "H", "H", "H", "H", "H", "C", "H", "H", "O", "C", "O", "C", "C", "N", "C", "C", "C", "H", "H", "Cl", "H"], "coordinates": [[2.91, -1.86, 1.87], [2.11, -0.96, 1.79], [0.80, -1.06, 2.12], [0.21, -0.27, 1.95], [0.15, -2.34, 2.35], [-0.78, -2.64, 1.22], [-0.51, -2.62, -0.11], [-1.64, -2.90, -0.91], [-2.75, -3.14, -0.18], [-2.45, -3.01, 1.51], [-3.74, -3.39, -0.51], [-1.62, -2.94, -1.99], [0.47, -2.41, -0.51], [0.95, -3.08, 2.41], [-0.39, -2.32, 3.30], [2.49, 0.44, 1.33], [2.69, 1.09, 2.19], [3.40, 0.40, 0.72], [1.41, 0.98, 0.56], [1.67, 2.04, -0.21], [2.74, 2.61, -0.23], [0.49, 2.43, -1.02], [0.48, 3.67, -1.66], [-0.52, 4.08, -2.40], [-1.57, 3.29, -2.54], [-1.67, 2.03, -1.95], [-0.62, 1.60, -1.18], [-0.64, 0.63, -0.71], [-2.55, 1.43, -2.11], [-2.84, 3.89, -3.52], [1.32, 4.34, -1.57]], "e_tot_ev": -46140.46031, "smiles": "O=C(COC(=O)c1ccc(Cl)nc1)NCc1cccs1", "fmax_ev_per_a": 0.677, "spin_multiplicity": 1, "e_homo_ev": -9.170}

=====

2.
{"formula": "C8H15NO2S", "method": "ωB97M-V/def2-TZVPD", "symbols": ["C", "C", "C", "C", "C", "C", "C", "C", "N", "O", "O", "S", "H", "H", "H", "H", "H", "H", "H", "H", "H", "H", "H", "H", "H", "H", "H"], "coordinates": [[-0.48, -2.59, -0.51], [-0.53, -1.48, -1.27], [2.06, 0.10, -0.39], [-0.58, 1.61, 1.77], [4.44, 0.30, -0.72], [-3.27, 0.58, -0.77], [-0.58, 0.19, 1.10], [-0.41, 0.30, -0.37], [0.85, 0.74, -0.81], [2.19, -0.81, 0.38], [3.07, 0.75, -0.94], [-1.68, 1.41, -1.19], [-0.56, -3.51, -0.98], [-0.53, -2.30, 0.53], [-0.38, -1.50, -2.32], [0.35, 1.85, 2.04], [-1.15, 2.21, 1.20], [-1.10, 1.60, 2.70], [4.66, -0.21, 0.22], [5.03, 1.31, -0.89], [4.83, -0.39, -1.54], [-3.20, -0.50, -0.65], [-3.97, 0.91, -1.55], [-3.77, 0.89, 0.24], [0.28, -0.31, 1.69], [-1.59, -0.37, 1.34], [0.94, 1.31, -1.61]], "e_tot_ev": -24956.17517, "fmax_ev_per_a": 4.742, "spin_multiplicity": 1, "e_homo_ev": -8.433}

=====

Please write out number 2 again, unchanged.
{"formula": "C8H15NO2S", "method": "ωB97M-V/def2-TZVPD", "symbols": ["C", "C", "C", "C", "C", "C", "C", "C", "N", "O", "O", "S", "H", "H", "H", "H", "H", "H", "H", "H", "H", "H", "H", "H", "H", "H", "H"], "coordinates": [[-0.48, -2.59, -0.51], [-0.53, -1.48, -1.27], [2.06, 0.10, -0.39], [-0.58, 1.61, 1.77], [4.44, 0.30, -0.72], [-3.27, 0.58, -0.77], [-0.58, 0.19, 1.10], [-0.41, 0.30, -0.37], [0.85, 0.74, -0.81], [2.19, -0.81, 0.38], [3.07, 0.75, -0.94], [-1.68, 1.41, -1.19], [-0.56, -3.51, -0.98], [-0.53, -2.30, 0.53], [-0.38, -1.50, -2.32], [0.35, 1.85, 2.04], [-1.15, 2.21, 1.20], [-1.10, 1.60, 2.70], [4.66, -0.21, 0.22], [5.03, 1.31, -0.89], [4.83, -0.39, -1.54], [-3.20, -0.50, -0.65], [-3.97, 0.91, -1.55], [-3.77, 0.89, 0.24], [0.28, -0.31, 1.69], [-1.59, -0.37, 1.34], [0.94, 1.31, -1.61]], "e_tot_ev": -24956.17517, "fmax_ev_per_a": 4.742, "spin_multiplicity": 1, "e_homo_ev": -8.433}